Density functional theory data (the ωB97M-V functional and the def2-TZVPD basis) for an isolated ion of composition C7H8N3 and charge +1 at a distorted geometry.

## Properties
charge	+1
gap between HOMO and LUMO (alpha / beta)	0.2678 / 0.2678	Ha
HOMO energy (alpha / beta)	-12.60 / -12.60	eV
lowest unoccupied orbital energy (alpha / beta)	-0.19534 / -0.19539	Ha
relative energy (zero: lowest compared OMol25 entry of this formula, charge and spin)	217.6	kJ/mol

Each line ends with the Mulliken charge.
Element x y z (Å)
C1 0.6294 -2.2276 -1.8828  -0.44
C2 -0.2774 -1.3530 -2.6314  -0.26
C3 0.8350 -2.0795 -0.5344  -0.31
C4 -0.8501 -0.2414 -1.9823  -0.76
C5 0.3763 -0.9425 0.2156  0.79
C6 -0.5504 0.0133 -0.6564  0.63
C7 -0.7070 0.8642 1.4356  -0.08
N1 0.6717 -0.6460 1.3882  -0.77
N2 -0.8658 1.0282 0.1551  -0.59
N3 -0.0557 1.9088 2.2104  -0.22
H1 1.2061 -3.0209 -2.5140  0.30
H2 -0.5744 -1.6544 -3.5931  0.46
H3 1.4544 -2.8170 0.0041  0.38
H4 -1.4769 0.4873 -2.5836  0.35
H5 -1.5116 0.4147 1.9453  0.40
H6 0.8611 1.5294 2.3654  0.39
H7 -0.5490 2.2197 3.0884  0.38
H8 0.1179 2.6482 1.5554  0.37

Cartesian forces, eV/Å:
C 0.91 -0.71 -0.41
C -0.20 1.54 3.61
C 1.39 -1.63 -1.22
C -0.31 -0.37 -3.61
C -1.25 -0.07 -1.81
C 0.83 1.60 4.44
C 1.69 -3.01 0.17
N -1.82 1.84 0.77
N -0.35 -0.23 -3.86
N -0.32 0.54 0.42
H -1.35 1.28 1.57
H -0.17 0.05 -1.24
H -0.31 0.50 -0.38
H 0.62 -1.12 1.03
H -0.70 -0.81 0.93
H 0.82 -0.35 0.98
H 0.72 -0.33 -1.11
H -0.20 1.28 -0.28

Density functional theory data (the ωB97M-V functional and the def2-TZVPD basis) for an isolated ion of composition C7H8N3 and charge +1 at a distorted geometry.

## Properties
charge	+1
gap between HOMO and LUMO	0.2867	Ha
HOMO energy	-12.59	eV
lowest unoccupied orbital energy	-0.17593	Ha
SMILES	C=C/C=N/C=C\C=C/[N+]#N
relative energy (zero: lowest compared OMol25 entry of this formula, charge and spin)	343.2	kJ/mol

Each line ends with the Mulliken charge.
Element x y z (Å)
C1 -1.6004 -1.9117 -0.0826  -0.51
C2 -2.4589 -0.8554 -0.1542  -0.11
C3 -0.2377 -1.7940 0.1385  -0.03
C4 -2.3333 0.5049 0.1256  -0.09
C5 2.7697 1.8516 -0.1914  -0.67
C6 2.2234 0.7933 0.3596  -0.06
C7 1.4223 -0.0751 -0.4832  -0.18
N1 0.5874 -0.8827 -0.0857  -0.02
N2 -0.9541 1.7683 1.5074  -0.58
N3 -1.5284 1.0357 0.9210  0.65
H1 -2.0029 -2.9356 -0.1297  0.33
H2 -3.3712 -1.1080 -0.7081  0.33
H3 0.2948 -2.6709 0.3376  0.37
H4 -2.8137 1.4595 -0.4577  0.30
H5 3.2661 2.5526 0.4624  0.28
H6 2.7745 1.9328 -1.2845  0.24
H7 2.3171 0.5015 1.3755  0.42
H8 1.6453 -0.1670 -1.6506  0.31

Cartesian forces, eV/Å:
C -1.23 0.09 1.08
C -1.13 -0.46 -1.85
C 0.32 -1.16 -0.36
C -3.52 1.10 -4.20
C 0.70 0.34 -0.37
C -0.75 -0.65 -0.65
C 1.97 -0.08 -3.16
N -0.76 1.09 0.78
N 1.68 1.02 1.81
N 1.86 1.03 1.45
H 0.31 0.68 -0.10
H -0.03 0.26 0.55
H 0.54 -1.80 0.49
H 0.42 -3.06 1.19
H 0.28 0.27 -0.40
H -0.12 0.51 0.52
H -0.18 0.17 0.91
H -0.36 0.68 2.30

Density functional theory data (the ωB97M-V functional and the def2-TZVPD basis) for an isolated ion of composition C7H8N5 and charge +1 at a distorted geometry.

## Properties
charge	+1
gap between HOMO and LUMO	0.3234	Ha
HOMO energy	-12.48	eV
lowest unoccupied orbital energy	-0.13538	Ha
SMILES	c1cc(Nc2nc[nH][nH+]2)ccn1
relative energy (zero: lowest compared OMol25 entry of this formula, charge and spin)	0.0	kJ/mol

Each line ends with the Mulliken charge.
Element x y z (Å)
C1 -2.6790 1.3895 -0.3555  -0.23
C2 -1.3863 0.9861 -0.8791  -0.22
C3 -0.9215 -0.3630 -0.4829  0.20
N1 0.3554 -0.9189 -0.8812  -0.14
C4 1.4721 -0.4177 -0.3518  0.48
N2 1.5281 0.6421 0.5424  -0.40
C5 2.8870 0.7875 0.8011  -0.01
N3 3.5659 -0.1603 0.1015  -0.05
N4 2.7365 -0.9124 -0.6449  -0.09
C6 -1.8748 -1.0549 0.3833  -0.20
C7 -3.1434 -0.5097 0.8337  -0.27
N5 -3.5334 0.7377 0.4649  -0.51
H1 -3.0216 2.4061 -0.6855  0.30
H2 -0.7638 1.6441 -1.5333  0.32
H3 0.3919 -1.6941 -1.5453  0.27
H4 3.2770 1.5770 1.4818  0.43
H5 4.5815 -0.2771 0.1478  0.26
H6 3.0101 -1.6958 -1.2406  0.23
H7 -1.5932 -2.0767 0.7476  0.29
H8 -3.7916 -1.1026 1.5214  0.33

Cartesian forces, eV/Å:
C 0.93 0.89 -0.93
C -0.22 -2.47 1.27
C -4.01 2.24 0.98
N -0.56 0.26 0.31
C 0.87 0.61 0.57
N 2.76 -1.20 -0.82
C -3.00 -1.61 -1.53
N 1.92 1.95 1.72
N -2.16 0.70 0.45
C 0.86 -0.26 -0.28
C 1.82 0.47 -1.04
N 1.57 -1.23 -0.50
H 0.30 -1.07 0.45
H -0.83 -0.58 0.71
H -0.08 0.42 0.42
H 0.02 -1.02 -0.78
H -0.60 -0.26 -0.36
H 0.14 0.50 0.46
H -0.33 1.02 -0.38
H 0.61 0.63 -0.74

Density functional theory data (the ωB97M-V functional and the def2-TZVPD basis) for an isolated ion of composition C7H8NO3 and charge -1 at a distorted geometry.

## Properties
charge	-1
gap between HOMO and LUMO	0.2303	Ha
HOMO energy	-2.61	eV
lowest unoccupied orbital energy	0.13449	Ha
relative energy (zero: lowest compared OMol25 entry of this formula, charge and spin)	356.9	kJ/mol

Each line ends with the Mulliken charge.
Element x y z (Å)
C1 1.4718 0.4094 0.6556  -1.00
C2 0.8495 -1.2990 -0.7886  0.28
C3 0.9457 0.9324 -1.6557  0.64
C4 0.6306 -0.5087 2.7576  -1.13
C5 0.4167 0.2502 1.6331  1.13
C6 -0.7350 1.2188 1.5175  -0.98
C7 0.4412 -0.7962 -3.2238  -1.05
N1 0.7607 -0.4413 -1.8302  0.05
O1 0.8869 -2.5019 -0.7352  -0.57
O2 0.8553 1.7407 -2.5821  -0.67
O3 1.1299 1.3306 -0.3985  -0.09
H1 -0.0421 -0.7820 3.5907  0.24
H2 1.5270 -1.1539 3.0152  0.28
H3 -0.9007 1.2803 0.5100  0.31
H4 -0.5135 2.2550 1.9312  0.17
H5 -1.5976 0.7165 2.0545  0.31
H6 0.6053 -1.7856 -3.4678  0.42
H7 -0.4805 -0.3402 -3.3431  0.34
H8 1.0702 -0.3856 -4.0039  0.31

Cartesian forces, eV/Å:
C 0.40 -3.18 -2.18
C 1.69 2.08 3.24
C -0.48 1.24 0.69
C 0.65 -1.32 0.56
C 0.71 0.49 2.01
C -0.47 -0.74 3.36
C 1.50 1.38 0.53
N 0.75 -0.04 -1.85
O -0.49 0.29 -0.77
O 0.24 -1.08 0.85
O -0.34 0.02 -0.69
H -0.60 0.99 -0.83
H -0.56 1.12 -1.35
H -1.08 0.57 -2.49
H -0.24 -1.37 -0.41
H 0.63 1.05 -0.56
H -0.73 -2.58 0.47
H -2.21 0.00 -1.02
H 0.61 1.08 0.44